Record 1
# C9H31ClNO16P3

A 5-piece molecular cluster, C9H31ClNO16P3 overall in a non-equilibrium geometry (the ωB97M-V functional and the def2-TZVPD basis, the Open Molecules 2025 dataset).

Summary:
- E_HOMO (eV) = -8.95
- spin multiplicity = 1
- charge = 0

Last column: Löwdin charge in e.
Atoms and positions in Å:
Cl: 4.300 0.599 0.427  0.642
P: -0.117 1.032 3.104  0.342
P: -0.579 -3.727 -0.776  0.329
P: -0.502 2.880 -2.162  0.353
O: 1.153 0.920 4.027  -0.192
O: -1.850 3.687 -2.352  -0.194
O: 3.390 1.681 0.771  -0.394
O: 3.859 -0.607 1.104  -0.367
O: 4.202 0.351 -1.008  -0.383
O: 5.634 0.949 0.795  -0.330
O: 0.445 3.504 -3.251  -0.205
O: 0.301 -2.656 -1.182  -0.193
O: -1.036 -0.077 3.717  -0.184
O: 0.094 3.413 -0.806  -0.205
O: -0.664 1.425 -2.184  -0.225
O: 0.187 0.945 1.679  -0.219
O: -0.986 -3.628 0.738  -0.194
O: -0.888 2.343 3.505  -0.190
O: 0.018 -5.181 -0.889  -0.211
O: -1.894 -3.714 -1.645  -0.197
N: 1.184 -0.061 -0.637  0.281
C: 0.150 3.308 -4.632  -0.078
C: -0.701 3.555 2.747  -0.067
C: 1.393 4.022 -0.675  -0.056
C: 2.279 1.796 3.834  -0.070
C: -3.030 -4.512 -1.343  -0.090
C: -1.503 -4.719 1.499  -0.090
C: -0.864 -1.424 3.267  -0.083
C: 0.259 -5.741 -2.193  -0.062
C: -3.115 3.078 -2.137  -0.097
H: 2.175 3.261 -0.620  0.076
H: 0.680 0.620 -1.216  0.066
H: 2.303 2.552 4.619  0.090
H: 0.151 4.105 3.142  0.089
H: -3.082 2.000 -2.291  0.081
H: -0.351 -1.474 2.308  0.073
H: -1.518 -5.657 0.944  0.079
H: -3.625 -4.017 -0.563  0.095
H: -2.524 -4.494 1.805  0.092
H: 3.175 1.192 3.765  0.094
H: 0.246 4.259 -5.146  0.093
H: 0.827 2.567 -5.059  0.096
H: -0.853 2.908 -4.810  0.089
H: 2.198 2.359 2.897  0.067
H: 1.296 -5.545 -2.450  0.097
H: 2.197 0.003 -0.790  0.072
H: 1.352 4.605 0.237  0.088
H: 1.656 4.649 -1.527  0.084
H: -3.456 3.234 -1.107  0.092
H: -3.867 3.538 -2.773  0.087
H: -0.241 -1.966 3.984  0.098
H: -0.397 -5.280 -2.933  0.088
H: 0.751 -0.969 -0.866  0.072
H: -3.677 -4.500 -2.216  0.094
H: -1.605 4.144 2.855  0.089
H: 0.044 -6.804 -2.171  0.091
H: 1.063 0.228 0.344  0.061
H: -1.846 -1.884 3.238  0.087
H: -0.534 3.309 1.697  0.063
H: -0.863 -4.870 2.366  0.097
H: -2.793 -5.516 -1.001  0.087

=====

Record 2
# C9H31NO6

A 6-piece molecular cluster, C9H31NO6 overall in a non-equilibrium geometry (the ωB97M-V functional and the def2-TZVPD basis, the Open Molecules 2025 dataset).

Summary:
- E_HOMO (eV) = -9.63
- spin multiplicity = 1
- SMILES = COC[C@H](C)N.CO.CO.CO.CO.CO
- charge = 0

Last column: Löwdin charge in e.
Atoms and positions in Å:
O: -2.719 -1.616 2.067  -0.138
O: -0.392 -0.088 -4.076  -0.194
O: -4.150 1.255 -1.164  -0.111
O: -0.192 -0.720 1.223  -0.151
O: 1.150 -0.920 4.007  -0.140
O: 3.001 2.669 -0.475  -0.115
N: 0.591 -0.677 -1.485  0.043
C: 0.809 -0.201 5.200  -0.139
C: -2.624 -1.498 3.464  -0.171
C: 1.500 -0.229 -2.594  -0.397
C: 0.923 -0.566 -3.954  -0.229
C: -1.016 -0.541 -5.261  -0.097
C: 2.899 2.739 0.930  -0.177
C: -0.109 0.607 1.691  -0.165
C: -3.505 0.383 -0.267  -0.176
C: 2.846 -0.904 -2.366  -0.064
H: 2.436 3.301 -0.923  0.073
H: 0.593 0.824 4.904  0.071
H: -2.071 -0.304 -5.277  0.090
H: -3.763 -0.658 -0.461  0.082
H: 3.625 -0.298 -2.845  0.083
H: -0.889 -1.636 -5.285  0.086
H: 0.871 1.069 1.829  0.055
H: -0.045 -0.695 5.663  0.075
H: -0.351 -0.424 -1.803  0.083
H: 1.932 3.092 1.294  0.074
H: 0.851 -1.660 -4.056  0.126
H: -3.744 2.121 -1.183  0.070
H: -1.917 -1.292 1.614  0.035
H: -3.852 0.475 0.768  0.074
H: -2.336 -0.474 3.743  0.069
H: -0.680 1.285 1.046  0.075
H: -0.543 0.672 2.690  0.061
H: 3.184 -0.947 -1.333  0.080
H: 0.641 -1.695 -1.580  0.096
H: 0.211 -0.712 0.323  0.035
H: -0.466 -0.200 -6.146  0.089
H: 3.674 3.305 1.458  0.075
H: 3.040 1.707 1.259  0.075
H: -2.424 0.510 -0.294  0.054
H: 1.662 -0.233 5.880  0.073
H: 2.900 -1.914 -2.781  0.079
H: 0.710 -1.766 3.940  0.065
H: 1.615 0.850 -2.454  0.133
H: 1.599 -0.172 -4.721  0.136
H: -1.859 -2.142 3.913  0.069
H: -3.615 -1.684 3.870  0.078

=====

Record 3
# C9H32B2Cl2CrMgO9S3

C9H32B2Cl2CrMgO9S3 as an isolated structure in a non-equilibrium geometry (the ωB97M-V functional and the def2-TZVPD basis, the Open Molecules 2025 dataset).

Summary:
- E_HOMO (spin up / spin down) (eV) = -8.68 / -8.68
- spin multiplicity = 5
- charge = 0

Last column: Löwdin charge in e.
Atoms and positions in Å:
Cr: -3.676 0.201 0.742  0.824
Cl: -4.061 -1.408 -1.326  -0.049
Cl: -2.409 2.028 -4.069  -0.065
S: -0.176 -2.000 -2.994  0.586
S: 1.928 1.077 1.753  0.639
S: -1.958 -2.500 2.420  0.692
Mg: -2.377 3.018 -1.984  0.360
O: 3.154 1.498 2.370  -0.275
O: -1.662 -1.992 3.962  -0.247
O: -1.386 -1.483 -3.548  -0.272
O: 1.384 -0.248 1.964  -0.290
O: -2.804 -3.655 2.547  -0.236
O: 1.061 -1.710 -3.982  -0.267
O: -2.367 -1.371 1.616  -0.399
O: 1.994 1.382 0.121  -0.285
O: -0.126 -3.357 -2.495  -0.299
C: -0.296 -3.065 1.875  -0.055
C: 2.694 2.559 -0.317  -0.231
C: 4.210 2.243 -0.342  -0.054
C: 2.863 -3.241 -3.287  -0.067
C: 0.250 -1.013 4.984  -0.055
C: 0.664 2.167 2.341  -0.102
C: 1.912 -2.797 -4.417  -0.238
C: 0.368 -0.923 -1.679  -0.122
C: -1.011 -0.750 4.203  -0.294
B: -2.143 1.376 -0.677  -0.544
B: -4.052 4.100 -1.627  -0.393
H: -4.801 4.891 -1.291  -0.002
H: -0.948 -0.201 3.261  0.084
H: 2.251 2.741 -1.299  0.122
H: 0.889 -1.667 4.389  0.073
H: -0.523 -4.018 1.390  0.076
H: 1.258 -3.608 -4.733  0.116
H: -1.691 -0.171 4.836  0.126
H: 0.603 0.048 -2.108  0.073
H: 2.269 3.393 0.249  0.116
H: -3.402 3.906 -0.736  -0.056
H: -0.431 -0.990 -0.944  0.049
H: 4.463 1.339 -0.893  0.083
H: 1.030 3.157 2.598  0.080
H: -0.074 2.245 1.542  0.063
H: -0.072 -1.398 5.950  0.089
H: -3.443 4.396 -2.521  -0.042
H: 0.245 -3.284 2.790  0.070
H: -2.084 2.326 -0.083  -0.017
H: -2.007 0.464 -0.031  -0.043
H: -1.335 1.489 -1.442  -0.011
H: 4.581 2.095 0.671  0.057
H: 4.871 3.040 -0.687  0.079
H: 3.116 -2.348 -2.719  0.073
H: 2.504 -2.421 -5.250  0.117
H: 0.255 1.641 3.201  0.052
H: -4.628 3.131 -1.827  0.007
H: 0.925 -0.183 5.206  0.086
H: 1.318 -1.264 -1.267  0.065
H: 2.180 -3.889 -2.734  0.059
H: -3.159 1.402 -1.152  -0.040
H: 3.706 -3.870 -3.560  0.077
H: 0.154 -2.526 1.045  0.058

=====

Record 4
# C9H32N4O7

C9H32N4O7 as an isolated structure in a non-equilibrium geometry (the ωB97M-V functional and the def2-TZVPD basis, the Open Molecules 2025 dataset).

Summary:
- E_HOMO (eV) = -7.18
- spin multiplicity = 1
- charge = 0

Last column: Löwdin charge in e.
Atoms and positions in Å:
O: 0.315 3.364 0.537  -0.141
O: 0.187 -3.905 0.747  -0.134
O: 2.073 1.474 3.531  -0.124
O: 1.002 -1.472 -0.265  -0.104
O: -2.503 0.896 2.407  -0.093
O: -0.984 1.317 1.504  0.074
O: 0.891 2.199 -1.180  0.005
N: 0.924 1.410 -3.293  0.189
N: -0.919 1.608 -2.202  0.216
N: -0.204 0.243 -0.269  0.142
N: -0.576 -0.845 1.492  0.222
C: 1.538 -4.303 0.341  -0.101
C: 0.599 4.340 -0.482  -0.148
C: -1.066 -2.384 -0.895  -0.031
C: 0.847 2.057 3.094  -0.144
C: -3.098 -0.397 2.411  -0.190
C: -0.552 0.334 0.979  -0.636
C: 0.501 -1.260 -2.571  -0.017
C: 0.353 -2.217 -1.378  -0.354
C: 0.356 1.669 -2.135  -0.770
H: -1.647 -2.781 -1.727  0.113
H: -3.772 -0.467 3.264  0.065
H: -0.261 -1.586 0.882  0.061
H: -1.462 -1.408 -0.613  0.095
H: 2.044 -3.603 -0.323  0.060
H: 1.631 4.204 -0.804  0.075
H: 0.205 -0.615 -0.610  -0.076
H: -1.510 1.901 -1.437  0.166
H: 1.567 -1.319 -2.789  0.096
H: 0.403 1.062 -4.085  0.126
H: 0.643 5.305 0.023  0.080
H: 0.791 -3.197 -1.564  0.128
H: -1.307 1.449 -3.121  0.145
H: -1.074 -3.041 -0.025  0.073
H: -3.671 -0.620 1.511  0.070
H: -0.035 4.426 -1.365  0.076
H: 0.711 1.711 2.070  0.048
H: -2.440 -1.248 2.592  0.044
H: -1.838 0.899 1.715  -0.280
H: 1.520 -5.307 -0.083  0.092
H: 1.945 -1.528 -0.434  0.151
H: -0.764 -0.950 2.478  0.143
H: -0.034 1.712 3.636  0.091
H: 0.030 1.101 -0.747  0.009
H: 0.231 -0.258 -2.239  0.039
H: 2.245 -4.412 1.163  0.084
H: 2.766 2.033 3.171  0.064
H: 0.251 -2.952 0.647  -0.002
H: 0.807 3.145 3.155  0.089
H: 0.009 -1.683 -3.448  0.106
H: 1.930 1.390 -3.371  0.140
H: 0.403 2.511 0.106  -0.032

=====

Record 5
# C9H32O7

A 7-piece molecular cluster, C9H32O7 overall in a non-equilibrium geometry (the ωB97M-V functional and the def2-TZVPD basis, the Open Molecules 2025 dataset).

Summary:
- E_HOMO (eV) = -9.81
- spin multiplicity = 1
- SMILES = CCO.CCO.CO.CO.CO.CO.CO
- charge = 0

Last column: Löwdin charge in e.
Atoms and positions in Å:
O: 3.181 0.128 -0.258  -0.185
O: -2.786 -2.035 2.967  -0.106
O: 0.773 2.641 -1.086  -0.140
O: -0.226 -2.594 2.258  -0.147
O: -1.858 2.251 0.277  -0.126
O: 0.667 -0.276 -1.309  -0.160
O: 3.051 -0.943 -2.936  -0.153
C: 2.703 -0.157 -4.025  -0.186
C: 0.361 -1.750 3.219  -0.176
C: -0.395 -1.069 -0.758  -0.258
C: -2.391 2.760 -0.853  -0.242
C: -0.896 -1.703 -2.075  -0.072
C: 1.825 3.467 -0.615  -0.129
C: 3.525 -0.760 0.835  -0.116
C: -3.799 -0.236 1.723  -0.080
C: -3.294 -0.690 3.079  -0.275
H: -2.577 -2.238 3.920  0.121
H: 2.639 2.825 -0.242  0.072
H: -3.042 0.206 1.032  0.056
H: 2.666 -1.481 0.946  0.079
H: -0.924 -0.816 -2.740  0.082
H: 2.304 4.107 -1.332  0.071
H: 1.349 0.005 -0.633  0.069
H: -4.728 0.336 1.724  0.076
H: -0.906 2.121 0.205  0.058
H: -4.128 -0.662 3.754  0.109
H: 0.044 -0.737 3.137  0.060
H: 1.301 3.862 0.257  0.089
H: -2.298 2.142 -1.830  0.101
H: -1.811 -2.283 -2.074  0.066
H: 1.188 1.868 -1.476  0.043
H: 2.221 -1.401 -2.666  0.087
H: -1.193 -2.387 2.206  0.051
H: -3.504 2.866 -0.644  0.093
H: -2.064 3.773 -1.154  0.072
H: 1.400 -1.788 3.122  0.044
H: 3.493 -0.280 -1.130  0.088
H: -4.035 -1.090 1.068  0.079
H: 3.546 0.564 -4.278  0.098
H: -2.534 -0.009 3.291  0.088
H: 3.632 -0.149 1.793  0.104
H: -0.117 -2.340 -2.506  0.065
H: 1.811 0.478 -3.840  0.075
H: 0.053 -1.986 4.284  0.093
H: 2.483 -0.838 -4.934  0.103
H: -1.149 -0.499 -0.276  0.077
H: 0.050 -1.847 -0.066  0.115
H: 4.389 -1.358 0.638  0.065

=====

Record 6
# C9H36ClO13

A 10-piece molecular cluster, C9H36ClO13 overall in a non-equilibrium geometry (the ωB97M-V functional and the def2-TZVPD basis, the Open Molecules 2025 dataset).

Summary:
- E_HOMO (eV) = -6.79
- spin multiplicity = 1
- charge = -1

Last column: Löwdin charge in e.
Atoms and positions in Å:
Cl: -0.881 -1.953 -26.811  0.653
O: -0.810 2.139 -26.914  -0.110
O: -1.031 -1.386 -31.101  -0.132
O: 1.048 -0.143 -21.906  -0.128
O: -1.858 -4.047 -23.342  -0.128
O: 2.511 0.388 -26.483  -0.124
O: -3.257 0.094 -23.583  -0.119
O: -2.150 -1.521 -26.286  -0.366
O: -1.095 -3.197 -27.518  -0.357
O: -0.263 -0.879 -27.589  -0.365
O: 4.711 -1.941 -26.451  -0.109
O: -5.012 -4.615 -29.525  -0.140
O: 0.041 -2.189 -25.726  -0.364
O: 2.443 0.315 -29.591  -0.118
C: -3.030 -4.842 -23.376  -0.170
C: 3.996 -2.766 -25.567  -0.175
C: 1.248 -1.380 -22.582  -0.154
C: -4.371 -3.739 -28.583  -0.147
C: 2.337 1.307 -25.408  -0.148
C: 1.671 1.505 -29.621  -0.158
C: -0.598 -2.731 -31.144  -0.169
C: -3.335 -0.534 -22.323  -0.166
C: -1.672 2.815 -27.772  -0.201
H: -0.912 -3.283 -30.252  0.066
H: 2.312 2.392 -29.627  0.073
H: -3.744 -4.314 -27.910  0.070
H: 4.494 -2.957 -24.610  0.072
H: -1.501 2.632 -28.842  0.071
H: 0.317 -1.814 -22.943  0.069
H: 5.624 -2.231 -26.520  0.067
H: -1.133 1.228 -26.855  0.059
H: -2.773 -5.906 -23.350  0.071
H: 0.231 0.228 -22.250  0.063
H: 2.487 -0.055 -30.472  0.062
H: 1.746 -2.110 -21.942  0.075
H: -2.443 -0.272 -21.751  0.068
H: 1.103 1.513 -30.561  0.075
H: -2.747 2.772 -27.573  0.076
H: 3.030 -2.294 -25.415  0.058
H: -3.686 -4.593 -24.209  0.077
H: -4.238 -0.226 -21.790  0.069
H: 1.627 0.014 -26.607  0.036
H: -1.062 -1.098 -30.181  0.057
H: 0.502 -2.756 -31.173  0.074
H: -3.755 -3.012 -29.112  0.073
H: -0.968 -3.264 -32.021  0.070
H: 3.813 -3.772 -25.968  0.073
H: 3.338 1.670 -25.133  0.073
H: -3.417 -1.623 -22.390  0.069
H: -5.572 -4.063 -30.075  0.061
H: -1.532 -3.947 -24.245  0.062
H: -5.140 -3.235 -27.991  0.075
H: -1.483 3.899 -27.734  0.073
H: -3.056 -0.524 -24.293  0.046
H: -3.561 -4.666 -22.438  0.070
H: 1.934 2.251 -25.798  0.070
H: 1.935 -1.242 -23.422  0.056
H: 0.934 1.532 -28.820  0.053
H: 1.867 0.858 -24.537  0.062

=====

Energy above the lowest of the compared OMol25 structures with the same formula, charge and spin per entry: 0.00, 58.02, 306.07, 1447.49, 425.20, 538.20 kJ/mol
Electronic energy per entry: -3104.4147, -867.5731, -4448.2944, -1107.2623, -888.6281, -1802.4671 a.u.